Entry from OMol25: a structure of composition C49H26F15GeKN2O3S5 (ωB97M-V/def2-TZVPD).

The geometry in XYZ format:
```
102
Properties=species:S:1:pos:R:3:forces:R:3
K 0.150 -0.347 -0.010 -0.356 0.617 0.540
S 0.903 -2.036 4.868 -0.006 0.035 -0.023
C 0.641 -3.438 3.884 -0.021 0.029 0.002
C 0.874 -4.781 4.161 -0.004 -0.022 -0.016
C 0.596 -5.713 3.176 0.010 0.010 0.032
C 0.087 -5.313 1.936 -0.013 0.001 -0.014
C -0.153 -3.980 1.663 -0.012 0.041 -0.035
C 0.131 -3.029 2.643 0.032 -0.017 0.076
N -0.042 -1.668 2.491 0.002 -0.090 -0.054
C 0.303 -1.003 3.543 0.013 -0.077 0.039
C 0.249 0.461 3.696 -0.007 0.104 0.013
C 0.260 0.991 4.997 0.007 -0.050 -0.019
C 0.207 2.359 5.181 -0.006 0.003 0.010
C 0.141 3.181 4.056 -0.003 0.012 -0.020
C 0.130 2.628 2.782 0.004 0.011 0.015
C 0.186 1.242 2.519 0.051 -0.106 -0.026
H 1.273 -5.089 5.121 -0.005 0.001 -0.018
H 0.783 -6.763 3.366 -0.003 0.018 -0.004
H -0.110 -6.060 1.176 0.001 0.014 0.007
H -0.545 -3.647 0.708 0.010 -0.020 0.021
H 0.288 0.337 5.867 0.003 0.016 0.000
H 0.206 2.781 6.180 0.000 -0.008 -0.009
H 0.096 4.261 4.185 0.001 -0.018 -0.004
H 0.073 3.313 1.936 0.002 -0.020 0.041
F -3.406 3.408 -0.307 0.044 0.002 0.104
C -3.987 3.363 -1.502 -0.007 -0.023 -0.079
C -3.341 3.897 -2.609 0.018 0.034 0.000
C -4.049 3.849 -3.796 0.009 -0.027 0.053
F -3.537 4.338 -4.938 0.024 0.019 -0.081
C -5.314 3.293 -3.899 0.053 -0.008 0.037
F -5.958 3.263 -5.071 -0.055 0.000 -0.092
C -5.912 2.757 -2.776 0.127 0.095 0.005
F -7.128 2.224 -2.858 -0.197 -0.094 -0.010
C -5.247 2.795 -1.564 0.052 0.049 -0.078
F -5.840 2.309 -0.475 -0.061 -0.069 0.123
Ge -1.462 4.571 -2.349 0.020 0.086 -0.069
S -0.151 3.270 -1.383 -0.068 -0.026 -0.037
C -0.959 5.266 -4.173 0.053 -0.085 0.022
C 0.007 4.677 -4.974 -0.095 0.075 -0.025
F 0.596 3.533 -4.630 0.028 -0.067 0.074
C 0.391 5.216 -6.193 -0.053 0.053 0.061
F 1.319 4.617 -6.945 0.085 -0.047 -0.064
C -0.197 6.381 -6.642 -0.031 -0.055 0.063
F 0.163 6.911 -7.813 0.043 0.044 -0.110
C -1.176 6.988 -5.880 -0.022 0.011 0.024
F -1.767 8.106 -6.327 -0.017 0.029 -0.007
C -1.538 6.417 -4.676 0.012 0.002 0.023
F -2.531 7.022 -3.998 -0.028 0.027 -0.056
C -1.668 6.327 -1.391 0.076 -0.065 -0.008
C -2.810 6.817 -0.792 -0.023 -0.026 0.038
F -3.979 6.159 -0.892 0.010 0.073 0.028
C -2.832 7.999 -0.071 -0.015 -0.034 -0.032
F -3.961 8.436 0.502 -0.049 0.027 0.020
C -1.674 8.742 0.051 0.006 -0.085 -0.046
F -1.680 9.887 0.738 -0.003 0.109 0.062
C -0.512 8.296 -0.549 -0.043 -0.039 -0.019
F 0.606 9.023 -0.446 0.061 0.042 0.007
C -0.531 7.106 -1.254 0.018 -0.024 0.013
F 0.618 6.727 -1.831 -0.028 0.014 -0.004
O 1.510 -1.529 -1.535 0.547 -0.612 -0.513
C 2.134 -2.674 -1.869 -0.032 0.162 0.077
C 2.661 -3.386 -0.604 -0.085 -0.028 -0.047
C 2.887 -2.759 0.582 0.033 0.020 0.032
C 3.416 -3.617 1.588 0.038 0.032 0.000
C 3.595 -4.889 1.146 -0.059 -0.065 0.005
S 3.083 -5.057 -0.484 0.096 0.048 -0.026
C 1.158 -3.594 -2.630 0.042 0.054 -0.021
C 0.268 -4.505 -2.145 -0.018 -0.002 0.005
C -0.651 -4.977 -3.126 -0.015 -0.028 0.024
C -0.438 -4.419 -4.348 0.007 0.030 -0.042
S 0.878 -3.320 -4.309 -0.026 -0.014 0.011
C 3.340 -2.378 -2.797 -0.060 -0.062 -0.020
C 3.610 -1.153 -3.322 -0.007 0.037 -0.004
C 4.740 -1.146 -4.191 0.017 0.048 0.055
C 5.314 -2.373 -4.309 -0.022 -0.066 -0.064
S 4.473 -3.546 -3.378 0.035 0.046 0.090
H 2.675 -1.707 0.719 0.024 -0.061 -0.021
H 3.632 -3.298 2.600 0.000 0.001 -0.022
H 3.948 -5.746 1.700 -0.030 0.042 -0.014
H 0.257 -4.813 -1.110 -0.009 0.018 -0.007
H -1.440 -5.689 -2.922 0.022 0.019 -0.003
H -0.983 -4.594 -5.264 0.021 0.003 0.044
H 2.997 -0.300 -3.067 0.013 -0.023 -0.002
H 5.112 -0.262 -4.694 -0.012 -0.022 0.019
H 6.185 -2.651 -4.884 -0.049 0.015 0.013
O -3.326 -1.791 -2.880 -0.011 0.063 -0.002
C -2.407 -1.163 -2.139 0.018 -0.061 0.084
O -1.964 -1.641 -1.124 -0.095 0.048 -0.171
C -1.979 0.197 -2.692 0.027 -0.034 -0.090
N -2.903 0.618 -3.769 0.099 -0.168 -0.048
C -2.106 1.042 -4.933 0.000 -0.066 0.055
C -0.892 0.129 -4.849 -0.001 0.028 0.001
C -0.583 0.148 -3.353 -0.013 -0.025 -0.017
H -1.968 0.903 -1.856 -0.013 0.022 0.007
H -3.526 1.343 -3.453 -0.097 0.135 0.068
H -3.540 -1.126 -3.578 -0.002 0.006 -0.047
H -1.787 2.088 -4.849 -0.009 0.027 0.016
H -2.685 0.930 -5.852 -0.005 -0.007 0.002
H -0.056 0.486 -5.451 -0.015 -0.016 0.020
H -1.152 -0.880 -5.184 0.005 0.003 0.000
H -0.063 1.076 -3.102 -0.019 -0.025 0.015
H 0.027 -0.685 -3.002 0.017 -0.022 0.038
```
Positions in Å, forces in eV/Å.

Results
- Lowest unoccupied orbital energy: 3.534 eV
- Orbital gap: 5.56 eV
- Energy relative to the best compared isomer or geometry (same formula, charge and spin): 11.3 kJ/mol
- Net charge: -2


Entry from OMol25: an isolated molecule of C5H6O2 (ωB97M-V/def2-TZVPD).

The geometry in XYZ format:
```
13
Properties=species:S:1:pos:R:3:forces:R:3
C -1.986 -0.356 0.037 -0.029 0.011 0.021
C -0.649 0.235 -0.362 -0.071 0.092 -0.029
O 0.281 -0.829 -0.498 0.180 -0.035 0.029
C 1.580 -0.689 -0.184 0.248 -0.300 -0.077
O 2.363 -1.580 -0.376 -0.382 0.433 0.072
C 1.999 0.614 0.428 -0.301 0.370 0.114
C 1.322 1.682 0.765 0.252 -0.550 -0.184
H -1.884 -0.918 0.971 -0.032 0.094 -0.156
H -2.719 0.443 0.185 0.105 -0.108 -0.039
H -2.351 -1.031 -0.743 0.062 0.106 0.131
H -0.322 0.947 0.428 0.014 -0.044 -0.043
H 3.065 0.693 0.657 -0.065 0.031 -0.009
H -0.699 0.790 -1.307 0.018 -0.100 0.169
```
Positions in Å, forces in eV/Å.

Results
- Lowest unoccupied orbital energy: -0.789 eV
- Orbital gap: 10.04 eV
- Energy relative to the best compared isomer or geometry (same formula, charge and spin): 361.7 kJ/mol


Entry from OMol25: a structure of composition C52H40BF6N4O3PRb (ωB97M-V/def2-TZVPD).

The geometry in XYZ format:
```
108
Properties=species:S:1:pos:R:3:forces:R:3
Rb -0.462 0.354 -0.504 -0.168 0.068 -0.212
C 3.040 0.671 -4.896 -0.015 0.017 -0.001
O 2.231 1.860 -4.859 0.005 0.042 -0.005
C 1.467 1.741 -3.734 0.070 -0.105 0.023
N 1.709 0.784 -2.945 -0.047 0.001 -0.030
C 2.867 0.063 -3.491 0.028 0.054 0.024
C 2.696 -1.437 -3.486 0.030 -0.048 0.022
C 1.792 -2.035 -2.621 0.082 0.090 -0.019
C 1.622 -3.412 -2.609 -0.005 0.003 0.028
C 2.377 -4.208 -3.458 -0.016 0.000 0.004
C 3.296 -3.620 -4.317 -0.005 -0.025 0.006
C 3.453 -2.242 -4.333 0.007 0.017 -0.005
C 0.400 2.755 -3.588 -0.044 0.073 -0.034
C -0.065 3.432 -4.709 -0.012 -0.017 0.017
C -1.126 4.305 -4.550 0.004 0.002 -0.006
C -1.675 4.469 -3.293 0.009 -0.016 -0.004
C -1.126 3.752 -2.236 -0.028 0.048 -0.055
N -0.103 2.917 -2.371 0.023 0.061 0.107
C -1.779 3.811 -0.908 0.050 -0.051 0.036
N -1.557 3.030 0.064 -0.128 0.129 -0.015
C -2.540 3.372 1.108 0.028 -0.026 0.037
C -3.488 4.348 0.391 0.038 0.021 -0.060
O -2.739 4.757 -0.772 0.012 -0.001 0.012
C -3.234 2.150 1.656 -0.070 0.015 0.020
C -3.737 1.181 0.793 0.061 0.022 0.003
C -4.372 0.058 1.298 0.002 0.020 0.005
C -4.532 -0.096 2.668 -0.001 -0.014 -0.016
C -4.048 0.874 3.533 -0.013 -0.014 0.016
C -3.397 1.992 3.027 0.014 0.004 0.001
H 4.060 0.964 -5.138 0.012 -0.012 -0.001
H 2.650 0.014 -5.676 -0.005 -0.008 0.004
H 3.724 0.315 -2.855 0.014 -0.010 -0.002
H 1.216 -1.395 -1.973 -0.110 -0.130 0.034
H 0.884 -3.848 -1.947 0.006 -0.009 -0.006
H 2.242 -5.282 -3.457 0.007 0.002 0.000
H 3.887 -4.237 -4.984 -0.002 0.003 0.000
H 4.171 -1.797 -5.015 -0.005 0.004 0.004
H 0.380 3.249 -5.676 0.004 -0.006 0.005
H -1.543 4.826 -5.402 0.003 -0.002 0.001
H -2.539 5.093 -3.123 0.004 -0.006 0.002
H -2.010 3.866 1.929 0.008 0.002 -0.008
H -3.733 5.237 0.969 -0.027 -0.002 0.009
H -4.392 3.848 0.041 -0.003 -0.002 0.004
H -3.618 1.291 -0.279 -0.019 -0.002 0.001
H -4.719 -0.703 0.612 0.002 -0.007 0.005
H -5.009 -0.985 3.061 0.009 0.005 -0.001
H -4.160 0.752 4.604 -0.003 0.007 -0.004
H -3.003 2.744 3.703 -0.007 -0.001 -0.015
F -2.167 -3.728 4.157 0.000 -0.011 0.016
C -2.063 -3.576 2.800 -0.023 0.021 -0.022
C -1.850 -2.330 2.258 0.043 -0.036 0.052
C -1.739 -2.127 0.871 -0.113 0.089 0.079
C -1.910 -3.278 0.062 0.041 -0.066 0.090
C -2.055 -4.528 0.661 0.025 -0.004 0.028
F -2.091 -5.680 -0.088 0.002 0.005 -0.005
C -2.136 -4.720 2.027 -0.026 0.001 -0.033
C -2.006 -3.118 -1.418 -0.060 -0.005 -0.095
C -2.773 -3.976 -2.217 -0.004 0.011 0.040
C -2.901 -3.719 -3.569 -0.005 -0.021 -0.007
C -2.268 -2.615 -4.117 -0.010 0.041 -0.005
C -1.528 -1.818 -3.261 -0.057 -0.037 0.061
N -1.396 -2.060 -1.961 0.179 0.024 -0.040
H -1.754 -1.499 2.957 -0.014 0.002 -0.021
H -2.261 -5.706 2.451 0.004 0.007 0.010
H -3.283 -4.817 -1.773 0.004 0.015 -0.011
H -3.509 -4.372 -4.184 0.005 0.015 -0.018
H -2.363 -2.357 -5.163 -0.002 -0.011 0.002
H -1.030 -0.926 -3.629 -0.002 -0.012 -0.027
O 2.323 0.367 0.505 -0.041 0.068 0.079
P 2.304 0.327 1.995 0.183 -0.298 -0.282
C 1.324 1.659 2.716 -0.018 -0.057 0.085
C 1.446 2.911 2.113 -0.009 -0.017 0.042
C 0.783 4.002 2.649 0.006 0.008 -0.010
C -0.003 3.848 3.785 0.014 0.015 -0.029
C -0.156 2.598 4.364 0.010 -0.027 0.003
C 0.501 1.499 3.826 -0.030 0.011 -0.039
C 1.762 -1.274 2.617 0.125 -0.042 0.002
C 1.750 -1.627 3.968 0.002 0.031 0.008
C 1.407 -2.912 4.346 0.016 -0.041 0.013
C 1.100 -3.863 3.378 0.025 0.029 0.000
C 1.135 -3.527 2.037 0.027 0.014 0.000
C 1.464 -2.234 1.655 -0.038 -0.023 -0.021
C 3.980 0.536 2.659 -0.066 0.150 0.065
C 4.234 0.903 3.978 -0.016 0.046 0.019
C 5.540 1.012 4.432 0.018 0.000 -0.007
C 6.598 0.766 3.566 -0.010 -0.002 0.009
C 6.348 0.415 2.247 0.002 -0.004 -0.026
C 5.042 0.301 1.792 -0.021 -0.032 0.008
H 2.042 3.013 1.214 0.004 0.012 0.006
H 0.868 4.969 2.170 -0.008 0.005 0.012
H -0.520 4.704 4.203 0.000 0.005 -0.003
H -0.802 2.470 5.223 0.002 -0.003 -0.004
H 0.345 0.516 4.249 -0.002 0.022 0.026
H 2.025 -0.904 4.729 -0.014 -0.015 -0.003
H 1.378 -3.176 5.395 -0.001 -0.003 -0.007
H 0.812 -4.863 3.676 -0.006 0.008 0.000
H 0.856 -4.252 1.283 0.018 -0.003 0.010
H 1.487 -1.965 0.607 -0.014 0.011 0.009
H 3.413 1.128 4.649 0.004 -0.019 -0.020
H 5.732 1.300 5.458 0.003 0.000 -0.001
H 7.617 0.855 3.920 0.000 -0.002 -0.002
H 7.171 0.233 1.568 0.006 0.001 0.011
H 4.826 0.039 0.763 0.008 0.000 0.006
F -3.864 1.729 -4.356 0.000 -0.009 0.034
B -3.718 1.507 -2.982 0.015 0.068 -0.054
F -2.345 1.257 -2.695 0.004 -0.152 0.039
F -4.092 2.678 -2.268 0.000 -0.006 0.009
F -4.489 0.428 -2.551 0.019 0.026 -0.010
```
Positions in Å, forces in eV/Å.

Results
- Lowest unoccupied orbital energy: 1.919 eV
- Orbital gap: 5.82 eV
- Energy relative to the best compared isomer or geometry (same formula, charge and spin): 0.0 kJ/mol
- Net charge: -1


Entry from OMol25: a structure of composition C3H5CeO3 (ωB97M-V/def2-TZVPD).

The geometry in XYZ format:
```
12
Properties=species:S:1:pos:R:3:forces:R:3
C -0.432 0.808 0.171 1.979 1.765 1.514
O -1.583 1.391 0.036 -3.546 2.777 -0.408
O -0.481 -0.341 0.973 0.094 0.799 0.243
O 0.226 0.452 -0.999 -0.325 0.519 -0.064
C 0.184 -1.422 0.332 0.205 -0.203 -0.123
C 0.983 -0.723 -0.765 0.253 -0.331 0.073
H -0.560 -2.121 -0.078 0.162 0.205 0.116
H 0.815 -1.944 1.063 -0.178 0.136 -0.202
H 1.037 -1.299 -1.696 -0.019 0.198 0.228
H 2.002 -0.469 -0.434 -0.258 -0.011 -0.072
Ce -2.364 3.785 0.666 1.362 -3.351 -0.795
H 0.172 1.882 0.731 0.271 -2.503 -0.511
```
Positions in Å, forces in eV/Å.

Results
- Lowest unoccupied orbital energy (spin up / spin down): -5.551 / -5.666 eV
- Orbital gap (spin up / spin down): 6.19 / 6.09 eV
- Multiplicity: 3
- Energy relative to the best compared isomer or geometry (same formula, charge and spin): 115.3 kJ/mol
- Net charge: +1
- ⟨S²⟩: 2.001


Entry from OMol25: a structure of composition C12H13IN2O4Pt (ωB97M-V/def2-TZVPD).

The geometry in XYZ format:
```
33
Properties=species:S:1:pos:R:3:forces:R:3
Pt 0.397 0.653 -0.286 -0.206 0.336 0.074
N 2.453 0.548 -0.689 -0.027 -0.107 -0.006
C 2.731 -0.093 -2.010 0.029 0.002 0.017
C 2.219 -1.528 -2.082 0.031 0.121 -0.078
C 0.776 -1.645 -2.634 -0.102 -0.299 0.179
O 0.616 -2.344 -3.629 0.012 0.047 -0.037
O -0.126 -1.030 -1.972 0.097 0.111 -0.094
H 2.734 1.525 -0.719 0.042 -0.014 0.009
H 3.001 0.093 0.034 -0.023 -0.015 0.009
H 3.810 -0.057 -2.178 0.001 0.016 -0.002
H 2.250 0.531 -2.764 -0.011 -0.005 0.005
H 2.267 -1.980 -1.083 -0.023 -0.021 -0.018
H 2.870 -2.105 -2.735 0.004 0.000 0.002
I -3.820 -0.711 3.102 -0.002 0.001 0.002
C -2.770 0.544 1.803 0.001 -0.019 -0.037
C -2.267 1.769 2.301 0.017 0.034 0.000
C -1.534 2.586 1.489 -0.004 -0.031 0.056
C -1.261 2.198 0.158 0.147 -0.196 -0.074
C -1.813 0.997 -0.355 0.104 -0.047 -0.057
C -2.587 0.172 0.504 -0.025 -0.002 0.044
C -0.446 3.065 -0.784 -0.032 0.026 0.014
O -0.577 4.253 -0.901 -0.005 -0.005 -0.003
O 0.430 2.297 -1.404 0.010 0.022 -0.022
H -2.466 2.053 3.325 0.000 -0.003 0.000
H -1.154 3.536 1.844 0.002 0.000 -0.002
H -1.827 0.794 -1.422 -0.065 0.012 0.004
H -3.011 -0.742 0.109 0.001 0.001 -0.004
C -0.252 -2.950 2.452 0.009 -0.018 -0.009
C 0.071 -1.807 1.616 -0.004 -0.044 -0.064
N 0.295 -0.917 0.938 0.021 0.083 0.084
H 0.584 -3.178 3.111 -0.005 0.003 0.006
H -0.459 -3.809 1.816 0.003 0.002 -0.003
H -1.136 -2.717 3.045 0.003 0.007 0.002
```
Positions in Å, forces in eV/Å.

Results
- Lowest unoccupied orbital energy: -0.548 eV
- Orbital gap: 7.31 eV
- Energy relative to the best compared isomer or geometry (same formula, charge and spin): 121.9 kJ/mol


Entry from OMol25: a cluster of 2 separate species, C10H23BBrF4N5O in total (ωB97M-V/def2-TZVPD).

The geometry in XYZ format:
```
45
Properties=species:S:1:pos:R:3:forces:R:3
C -4.029 3.201 -1.815 0.282 -0.993 -0.082
N -3.209 2.927 -3.002 0.296 0.170 0.487
C -1.824 3.241 -2.835 -1.063 -0.062 -0.274
N -1.133 2.331 -1.896 -0.233 0.189 -0.127
C 0.004 1.760 -2.077 0.602 -0.198 0.001
N 0.689 1.979 -3.246 0.094 0.204 0.020
N 0.549 0.889 -1.147 -1.161 -0.582 0.453
C -0.431 -0.071 -0.568 -0.212 -0.356 -0.098
C 0.108 -1.479 -0.455 0.620 0.105 0.363
C 1.480 -1.602 0.202 -0.717 0.046 -0.188
C 1.905 -3.058 0.243 0.625 0.520 0.003
C 2.915 -3.292 1.357 -0.947 -0.096 -0.177
N 2.192 -3.306 2.619 0.798 -0.111 -0.274
C 1.376 1.589 -0.171 0.621 0.935 -0.528
C 0.589 2.511 0.758 -1.464 -0.685 2.665
O 0.032 2.161 1.770 1.230 0.761 -2.391
Br 0.465 4.423 0.235 0.161 -0.433 -0.133
H -3.993 2.369 -1.110 -0.024 -0.119 0.292
H -3.661 4.068 -1.295 -0.009 0.544 0.021
H -5.064 3.312 -2.084 -0.341 0.286 -0.168
H -3.281 1.956 -3.272 -0.326 -0.026 -0.283
H -1.354 3.208 -3.800 0.623 -0.208 -0.216
H -1.742 4.235 -2.429 0.175 0.427 0.170
H -1.606 2.160 -1.019 -0.038 0.060 0.221
H 1.309 2.777 -3.206 -0.090 0.252 -0.422
H 1.157 1.133 -3.538 0.490 0.073 0.183
H -0.821 0.235 0.398 0.170 0.344 0.275
H -1.279 -0.106 -1.240 -0.267 0.063 -0.230
H -0.590 -2.014 0.173 -0.337 -0.285 0.134
H 0.141 -1.990 -1.408 -0.103 0.030 -0.461
H 1.414 -1.195 1.206 0.055 0.016 0.388
H 2.209 -1.013 -0.345 0.306 0.043 -0.190
H 2.337 -3.311 -0.718 0.026 -0.244 -0.347
H 1.038 -3.684 0.411 -0.195 -0.320 0.046
H 3.649 -2.493 1.325 0.419 0.141 -0.046
H 3.411 -4.234 1.146 0.291 -0.250 0.235
H 2.620 -2.683 3.281 -0.238 -0.018 0.403
H 1.222 -3.065 2.495 -0.293 -0.044 0.508
H 2.088 2.201 -0.711 0.245 0.146 -0.125
H 1.947 0.916 0.446 -0.123 -0.487 0.195
B -0.568 -3.404 5.077 0.060 -0.124 0.104
F -0.656 -2.869 3.753 0.009 0.141 -0.282
F -1.844 -3.430 5.650 -0.139 0.100 -0.034
F -0.049 -4.699 5.009 0.040 -0.097 -0.071
F 0.286 -2.583 5.832 0.082 0.145 -0.019
```
Positions in Å, forces in eV/Å.

Results
- Lowest unoccupied orbital energy: -2.197 eV
- Orbital gap: 5.87 eV


| no. | E (a.u.) | maximum force (eV/Å) |
| --- | --- | --- |
| 1 | -8383.94474 | 0.97 |
| 2 | -344.46416 | 0.63 |
| 3 | -3440.19536 | 0.45 |
| 4 | -817.75612 | 4.52 |
| 5 | -1292.54578 | 0.40 |
| 6 | -3742.30765 | 3.12 |